C41H40N12O2Sr | ωB97M-V/def2-TZVPD

```
! RIJCOSX wB97M-V def2-TZVPD def2/J DEFGRID3
* xyz 2 1
Sr -0.79 -1.19 0.85
O 7.54 0.49 -0.76
O 6.54 1.46 -2.40
N -3.65 -0.82 -4.64
N -1.36 -3.99 0.42
N 1.61 0.37 -1.24
N -0.95 -1.08 -1.98
N -4.05 2.09 -1.82
N -0.19 1.48 0.92
N 3.96 0.17 2.83
N 6.56 0.74 -1.42
N 1.56 8.36 0.85
N 1.20 -0.21 2.63
N -2.70 0.73 0.19
N 1.86 -1.98 0.15
C -4.59 1.04 -1.20
C 1.30 3.25 1.51
C 3.36 -0.88 3.37
C -2.88 2.52 -1.35
C 3.17 1.06 2.24
C 5.29 0.09 -1.02
C 4.01 0.66 -1.35
C 1.47 1.53 -1.84
C 3.81 1.91 -1.97
C 1.79 0.89 2.15
C -4.85 -3.64 1.56
C 4.26 -1.83 0.02
C -3.04 -1.99 1.78
C -3.59 -3.15 1.21
C 0.51 4.20 0.87
C -0.96 2.39 0.31
C 4.39 -3.05 0.70
C -2.25 -0.68 -4.07
C 0.82 7.83 -0.12
C -2.81 -3.87 0.13
C 0.87 5.64 0.87
C 2.85 -0.07 -0.98
C 1.64 6.20 1.88
C 0.45 6.49 -0.15
C -5.60 -2.99 2.53
C -1.22 -4.80 1.65
C 5.41 -1.08 -0.37
C -5.09 -1.85 3.13
C 2.54 2.35 -2.21
C -3.84 -1.37 2.76
C 0.93 1.92 1.50
C -0.65 3.73 0.25
C -2.16 -1.40 -2.73
C 2.02 -3.12 0.79
C 1.95 7.55 1.83
C -2.22 1.87 -0.31
C 3.26 -3.71 1.09
C -0.74 -4.72 -0.68
C 2.98 -1.33 -0.26
C -3.90 0.34 -0.21
C 1.99 -1.07 3.27
H 3.30 -4.65 1.62
H 2.21 3.55 2.01
H -2.46 3.40 -1.83
H -1.34 4.42 -0.21
H -1.19 -5.72 -0.82
H 2.36 3.31 -2.68
H 0.45 1.87 -2.03
H -4.29 -0.56 0.26
H -1.68 -5.78 1.53
H -0.87 -4.17 -1.62
H -3.23 -4.88 -0.03
H 0.33 -4.86 -0.51
H -0.16 -4.96 1.88
H -3.48 -0.47 3.25
H -6.57 -3.38 2.82
H -0.11 -1.53 -2.34
H -1.70 -4.29 2.48
H 5.38 -3.44 0.92
H 3.98 -1.60 3.89
H -5.58 0.73 -1.51
H 1.98 5.62 2.73
H -1.56 -1.07 -4.81
H -3.74 -0.33 -5.54
H -2.90 -3.34 -0.83
H 2.55 8.00 2.61
H -3.02 -1.12 -2.12
H 1.52 -1.95 3.70
H 1.11 -3.62 1.11
H 3.66 1.93 1.80
H 6.40 -1.46 -0.15
H 0.50 8.50 -0.90
H -0.14 6.14 -0.99
H -2.21 -2.48 -2.87
H -0.75 -0.09 -2.00
H -3.90 -1.80 -4.79
H -5.23 -4.55 1.10
H -4.34 -0.42 -4.00
H -2.09 0.39 -3.94
H 4.66 2.51 -2.25
H -5.66 -1.34 3.90
*
```

Orbital gap in eV: 6.0184
LUMO energy in Ha: -0.2069

---

C41H41IrN5OPS2 | ωB97M-V/def2-TZVPD

```
! RIJCOSX wB97M-V def2-TZVPD def2/J DEFGRID3
* xyz 0 1
Ir -0.55 -0.04 0.70
S -4.27 2.85 0.55
S -2.71 0.35 0.20
P -0.53 -2.23 0.57
O 1.36 -0.38 1.69
N 2.24 -0.38 -1.53
N 0.17 0.57 -1.61
N 1.23 -0.15 -3.61
N -0.68 1.78 1.63
N -1.79 2.57 1.38
C 0.06 -3.32 -2.00
C -2.79 7.30 0.18
C 4.01 -2.85 1.12
C -2.03 -3.61 4.08
C 1.63 0.27 2.90
C -0.92 1.13 -2.39
C 0.25 2.39 2.34
C 1.24 -2.60 0.88
C -0.81 6.13 -0.51
C -1.67 -3.87 -3.58
C -1.34 -3.33 1.79
C -2.96 5.03 -0.63
C 2.39 1.53 5.25
C 2.28 -0.95 -4.21
C 0.16 3.87 2.55
C 2.67 0.19 5.07
C -2.24 -3.16 -1.36
C -2.76 1.95 0.78
C 0.08 0.19 -4.42
C -0.32 -3.73 -3.27
C -2.63 -3.57 -2.63
C 2.02 -1.56 1.37
C -3.80 3.82 -0.93
C -2.26 -5.43 2.53
C 2.28 -0.43 3.90
C 1.88 -3.81 0.58
C 3.40 -1.65 1.45
C 3.42 -1.04 -2.03
C 1.15 0.03 -2.26
C -1.51 -2.82 3.07
C 1.67 2.21 4.30
C -2.40 -4.92 3.81
C -1.58 5.02 -0.81
C -3.55 6.18 -0.13
C -0.89 -3.04 -1.03
C -1.72 -4.64 1.52
C -0.56 1.43 -3.83
C 3.60 -0.70 -3.50
C 3.25 -3.93 0.70
C -1.42 7.27 -0.01
C 1.22 1.61 3.10
H 1.41 3.23 4.50
H 3.87 0.36 -3.61
H -2.56 -6.44 2.31
H -3.00 -2.91 -0.63
H -1.24 -1.78 3.26
H -3.30 3.15 -1.63
H 3.18 -0.39 5.83
H 5.09 -2.93 1.19
H -1.96 -4.20 -4.57
H -1.78 0.44 -2.37
H 0.15 2.26 -3.89
H -1.61 -5.05 0.52
H -0.65 -0.64 -4.43
H 2.14 -0.19 -0.55
H -4.74 4.12 -1.38
H 3.35 -2.13 -1.91
H 2.50 -1.48 3.76
H 1.17 4.29 2.63
H -0.36 4.33 1.72
H 2.03 -2.02 -4.15
H -1.45 1.71 -4.40
H -0.39 4.13 3.46
H -3.68 -3.66 -2.86
H 3.73 -4.87 0.46
H -0.82 8.15 0.23
H -2.82 -5.54 4.59
H 3.98 -0.80 1.80
H 0.42 0.34 -5.45
H 0.43 -3.96 -4.01
H -4.62 6.20 0.03
H 4.39 -1.30 -3.94
H 4.28 -0.70 -1.45
H 1.29 -4.65 0.24
H -3.27 8.19 0.56
H 0.26 6.10 -0.66
H 2.69 2.05 6.15
H -2.16 -3.20 5.07
H -1.26 2.03 -1.88
H 1.11 -3.19 -1.79
H -1.10 4.12 -1.19
H 2.34 -0.69 -5.27
*
```

Orbital gap (alpha / beta) in eV: 5.8893 / 5.8903
LUMO energy (alpha / beta) in Ha: 0.0074 / 0.0074

---

C41H42BrF9N3O3Pb | ωB97M-V/def2-TZVPD

```
! RIJCOSX wB97M-V def2-TZVPD def2/J DEFGRID3
* xyz -1 1
Pb -0.34 -0.42 -0.73
Br -6.95 1.39 -1.97
F 0.30 -5.89 -1.38
F -1.12 -5.86 0.91
F -2.23 -4.96 -1.40
F -1.01 -4.05 2.07
F -1.97 -2.86 -1.77
F -2.77 -3.53 0.11
F 0.32 -4.05 -2.51
F 1.79 -4.39 -0.98
F 0.80 -5.03 1.45
O -2.85 -0.87 2.45
O 0.07 -2.63 0.04
O -2.38 -0.30 0.33
N 2.10 -0.15 -0.08
N -6.92 -0.61 1.63
N -0.07 1.99 -0.27
C 3.65 -1.89 -0.85
C -0.45 -4.71 1.06
C -0.41 -3.84 -0.23
C -0.10 3.59 2.79
C 2.07 -1.17 2.56
C 0.98 2.80 -0.29
C 2.33 2.33 -0.19
C 4.44 -2.99 -0.52
C -3.16 -0.55 1.31
C -1.36 2.58 -0.14
C -2.14 2.90 -1.27
C 2.89 -1.31 0.18
C -7.28 0.02 0.51
C -3.93 3.63 0.19
C -3.16 3.29 1.29
C -5.62 -0.78 1.85
C -1.86 -3.81 -0.82
C 4.46 -3.52 0.75
C -2.57 1.53 -3.33
C -1.12 2.50 2.45
C -0.48 1.12 2.59
C 3.22 4.60 -0.31
C -6.35 0.48 -0.41
C 4.66 -0.24 -2.50
C 2.89 -1.84 1.47
C 2.82 0.03 3.15
C 1.68 -2.12 3.69
C 2.35 -1.13 -2.95
C -0.31 2.61 -3.16
C 1.90 5.08 -0.40
C 3.68 -2.94 1.74
C -3.41 3.44 -1.07
C 2.75 0.96 -0.02
C 3.40 3.25 -0.20
C 3.70 -1.42 -2.29
C -1.78 2.71 -2.74
C -5.01 0.29 -0.19
C -4.63 -0.35 0.98
C 0.84 4.23 -0.38
C -1.88 2.78 1.15
C 0.51 -4.56 -1.28
H 0.17 3.51 3.84
H -3.57 3.41 2.29
H -4.93 4.02 0.32
H 5.03 -3.46 -1.31
H 1.27 -3.05 3.31
H -5.34 -1.28 2.77
H 0.29 3.42 -2.74
H 0.40 1.04 1.95
H -1.18 0.31 2.37
H -2.17 3.61 -3.23
H -0.50 4.59 2.61
H -2.33 0.59 -2.81
H 4.06 5.28 -0.32
H 2.53 -2.35 4.34
H 4.40 2.85 -0.10
H 0.91 -1.65 4.31
H 4.13 -2.26 -2.84
H -4.01 3.70 -1.94
H 4.85 -0.09 -3.56
H -1.90 2.55 3.22
H -8.34 0.17 0.35
H 3.69 -3.37 2.74
H 1.62 -1.90 -2.71
H 0.14 1.67 -2.88
H 5.62 -0.42 -2.00
H 4.24 0.69 -2.11
H 3.79 -0.29 3.55
H 2.47 -1.10 -4.03
H 1.97 -0.15 -2.65
H 2.99 0.82 2.42
H -0.14 0.99 3.62
H 1.72 6.14 -0.48
H -3.64 1.68 -3.24
H 3.82 0.88 0.20
H -0.26 2.69 -4.25
H 2.24 0.46 3.97
H 1.15 -0.81 2.10
H -4.25 0.62 -0.88
H 5.07 -4.39 0.97
H 0.81 3.48 2.20
H -2.33 1.39 -4.39
H -0.17 4.63 -0.44
*
```

Orbital gap in eV: 7.3642
LUMO energy in Ha: 0.0849

---

For the records above, the corresponding relative energy (zero: lowest compared OMol25 entry of this formula, charge and spin) values read 1.804, 2.416, 0.128 eV.